Record 1
Density functional theory data (the ωB97M-V functional and the def2-TZVPD basis) for a molecular structure, C32H26BF4N4O6PRuSSbSe4 in a non-equilibrium geometry.

Output
energy above the lowest of the compared OMol25 structures with the same formula, charge and spin	11.6	kcal/mol
maximum force	0.0214	Eh/bohr
spin multiplicity	6
charge	-2
E	-13010.61044	hartree
<S²>	8.7915
molecular weight	1251.10	Da

```
81
Properties=species:S:1:pos:R:3:lowdin_charge:R:1
Ru -1.3167 -0.0325 -0.8548 1.264
O -2.2107 -1.2740 -2.1703 -0.296
C -2.2243 -1.0392 -3.4651 -0.356
C -3.4460 -0.9530 -4.1518 -0.001
C -3.4799 -0.7674 -5.5192 -0.095
C -2.3016 -0.6602 -6.2540 -0.117
C -1.0897 -0.7368 -5.5893 -0.057
C -1.0339 -0.9260 -4.2107 -0.104
C 0.2598 -0.9965 -3.5333 -0.271
N 0.5987 -0.5074 -2.3579 0.066
C 1.9206 -0.8194 -2.1612 -0.109
C 2.3988 -1.4979 -3.2356 -0.082
N 1.3338 -1.6025 -4.1052 0.106
H -4.3535 -1.0263 -3.5669 0.117
H -4.4373 -0.6845 -6.0206 0.096
H -2.3298 -0.4922 -7.3232 0.085
H -0.1658 -0.6063 -6.1441 0.101
H 2.4383 -0.5353 -1.2613 0.084
H 3.3660 -1.9168 -3.4478 0.099
H 1.2990 -2.1221 -4.9626 0.146
O -1.8842 -4.0613 -0.3868 -0.308
S -1.3174 -2.8879 0.2259 0.429
O -0.1691 -2.2921 -0.4668 -0.416
O -2.2644 -1.8081 0.5358 -0.444
C -0.6780 -3.4033 1.8112 -0.273
C -1.0019 -4.6807 2.2479 -0.063
C -0.5456 -5.1285 3.4794 -0.093
C 0.2331 -4.2907 4.2614 -0.090
C 0.5540 -3.0174 3.8095 -0.072
C 0.1102 -2.5472 2.5764 -0.317
P 0.5180 -0.8439 1.9455 1.148
C 0.8798 -0.0078 3.5361 -0.364
C -0.1490 0.7961 4.0224 -0.068
C -0.0040 1.4880 5.2166 -0.058
C 1.1739 1.3815 5.9411 -0.103
C 2.2085 0.5866 5.4637 -0.108
C 2.0643 -0.1001 4.2659 -0.119
C 2.2160 -1.2247 1.3140 -0.342
C 3.1337 -0.1840 1.1271 -0.115
C 4.3772 -0.4284 0.5617 -0.106
C 4.7315 -1.7120 0.1656 -0.120
C 3.8274 -2.7486 0.3407 -0.095
C 2.5824 -2.5054 0.9060 -0.088
H -1.6124 -5.3014 1.6066 0.103
H -0.8009 -6.1227 3.8263 0.093
H 0.5930 -4.6243 5.2276 0.094
H 1.1579 -2.3728 4.4360 0.090
H -1.0517 0.9318 3.4400 0.088
H -0.8097 2.1342 5.5402 0.104
H 1.2955 1.9308 6.8679 0.089
H 3.1358 0.5053 6.0201 0.088
H 2.8816 -0.7118 3.9066 0.100
H 2.8551 0.8219 1.4092 0.094
H 5.0687 0.3948 0.4228 0.096
H 5.7020 -1.9002 -0.2792 0.088
H 4.0820 -3.7536 0.0247 0.096
H 1.8818 -3.3227 1.0092 0.099
F -2.7681 2.6539 3.9040 0.093
B -2.4443 3.0625 2.5930 -1.317
F -1.9715 1.9628 1.8508 0.027
F -3.6264 3.5310 1.9460 -0.041
F -1.4839 4.0748 2.6333 0.098
Se -6.4383 3.2471 -0.0880 -0.149
Sb -4.1681 3.4932 -0.8002 -0.139
Se -2.5187 5.2565 -0.5730 0.105
Se -3.9046 3.9662 -3.2008 -0.048
Se -3.4657 0.9019 -0.5366 0.470
C -0.2506 4.1512 -3.5513 -0.058
N 0.0284 3.5534 -2.2557 -0.065
C 0.7576 4.2316 -1.3167 -0.112
C 1.0233 3.7090 -0.1162 0.010
C 0.5351 2.3770 0.2267 -0.475
O 0.8836 1.8208 1.2534 -0.021
N -0.3098 1.7992 -0.7103 0.023
C -0.5261 2.3380 -1.9396 -0.585
O -1.2215 1.7147 -2.7513 -0.065
H 0.6280 4.0941 -4.1999 0.087
H -0.5500 5.1884 -3.4075 0.076
H -1.0782 3.6147 -4.0033 0.037
H 1.0891 5.2171 -1.6145 0.124
H 1.5792 4.2476 0.6341 0.112
```

Record 2
Density functional theory data (the ωB97M-V functional and the def2-TZVPD basis) for a gas-phase ion, C6H8N (charge +1) in a non-equilibrium geometry.

Output
energy above the lowest of the compared OMol25 structures with the same formula, charge and spin	142.0	kcal/mol
maximum force	0.0555	Eh/bohr
charge	+1
E	-287.72996	hartree
molecular weight	94.14	Da

```
15
Properties=species:S:1:pos:R:3:lowdin_charge:R:1
C -2.6419 0.1953 -0.0239 -0.052
C -0.4270 1.1292 0.5461 -0.033
C -1.6679 1.0617 -0.4076 0.087
C -0.2422 -0.4238 0.5697 -0.276
C -1.3876 -0.7821 -0.3840 -0.048
C 1.1444 -0.8294 -0.0680 -0.009
N -2.7203 -0.9526 0.3373 0.300
H 0.3624 1.7912 0.3325 0.122
H -0.6253 1.2828 1.5845 0.126
H -1.8630 1.4207 -1.3879 0.153
H -0.4978 -0.7202 1.5592 0.140
H -1.4131 -1.2233 -1.4367 0.205
H 1.1016 -0.3213 -1.0916 0.114
H 1.4879 -1.8651 -0.2342 0.098
H 1.7882 -0.2812 0.5865 0.073
```

Record 3
Density functional theory data (the ωB97M-V functional and the def2-TZVPD basis) for C4H4N2O2 in the gas phase in a non-equilibrium geometry.

Output
energy above the lowest of the compared OMol25 structures with the same formula, charge and spin	129.8	kcal/mol
maximum force	0.1411	Eh/bohr
charge	0
E	-414.63937	hartree
SMILES string	N#CC(=O)C/C=N\O
molecular weight	112.09	Da

```
12
Properties=species:S:1:pos:R:3:lowdin_charge:R:1
C 1.6044 0.1394 0.0763 -0.049
C 0.3832 0.6384 0.6678 -0.195
C -0.7279 0.7997 -0.2904 -0.404
C -2.0417 0.0768 -0.0287 -0.072
H -0.2144 -2.0971 -1.0064 0.089
H 2.5854 0.5840 -0.1123 0.120
H 0.0143 -0.1569 1.3659 0.131
H 0.4429 1.5270 1.4547 0.180
N 1.3775 -1.1397 -0.5077 0.080
N -2.8243 -0.8454 0.0450 0.162
O -0.0724 -1.2771 -0.5915 -0.131
O -0.5271 1.7508 -1.0728 0.089
```

Record 4
Density functional theory data (the ωB97M-V functional and the def2-TZVPD basis) for C3H9N2P in the gas phase in a non-equilibrium geometry.

Output
energy above the lowest of the compared OMol25 structures with the same formula, charge and spin	91.2	kcal/mol
maximum force	0.0685	Eh/bohr
charge	0
E	-570.40262	hartree
SMILES string	CN[P@H]1=C(C)N1
molecular weight	104.09	Da

```
15
Properties=species:S:1:pos:R:3:lowdin_charge:R:1
C -2.0222 -0.5428 0.3831 -0.377
C -2.1053 0.9423 0.6301 -0.236
C 2.1734 0.2648 0.3245 -0.223
N 1.0581 -0.0647 -0.4663 -0.299
N -1.4056 -0.7649 -1.0712 -0.212
P -0.2317 -0.9844 0.1760 0.845
H -2.2223 0.8880 1.7098 0.057
H -1.3102 1.5487 0.2125 0.042
H -3.0118 1.4560 0.3910 0.052
H 1.9694 1.2730 0.8239 0.099
H 3.0210 0.3236 -0.3325 0.060
H 2.4319 -0.5106 1.1427 0.099
H -1.8181 -1.6965 -1.3065 0.048
H 0.6394 0.8146 -0.7523 0.067
H 0.3366 -2.1729 0.2807 -0.022
```

Record 5
Density functional theory data (the ωB97M-V functional and the def2-TZVPD basis) for 3 unconnected molecules or ions with the total composition C2H10O2S2.

Output
energy above the lowest of the compared OMol25 structures with the same formula, charge and spin	12.9	kcal/mol
maximum force	0.0103	Eh/bohr
charge	0
E	-1029.03838	hartree
SMILES string	CCSS.O.O
molecular weight	130.23	Da

```
16
Properties=species:S:1:pos:R:3:lowdin_charge:R:1
C -2.3981 -1.4649 0.5333 -0.185
C -1.2679 -1.9547 -0.3682 -0.630
S -0.7564 -0.5601 -1.4166 0.404
S 0.7807 -1.4196 -2.5057 0.313
H -3.2990 -1.2685 -0.0334 0.067
H -2.0832 -0.5801 1.0828 0.063
H -2.6569 -2.2336 1.2570 0.071
H -1.6165 -2.7381 -1.0399 0.062
H -0.4380 -2.3306 0.2123 0.062
H 1.7663 -0.7596 -1.8828 -0.225
H 0.3910 1.9775 3.2050 0.034
H 0.1031 2.7850 1.9616 0.031
O -0.1452 2.7198 2.8914 -0.066
H 4.6291 2.8381 -1.3325 0.035
H 3.3188 2.0488 -1.2551 0.021
O 3.6722 2.9406 -1.3092 -0.057
```

Record 6
Density functional theory data (the ωB97M-V functional and the def2-TZVPD basis) for 2 unconnected molecules or ions with the total composition C4H3NO2 in a non-equilibrium geometry.

Output
energy above the lowest of the compared OMol25 structures with the same formula, charge and spin	64.3	kcal/mol
maximum force	0.0274	Eh/bohr
charge	0
E	-359.36789	hartree
SMILES string	C=C=C=O.N=C=O
molecular weight	97.07	Da

```
10
Properties=species:S:1:pos:R:3:lowdin_charge:R:1
C -0.4842 -0.6935 -0.3492 -0.110
C 0.4545 -1.5343 -0.1616 -0.228
C 0.9359 1.3921 0.0313 -0.473
C -1.7156 -0.2302 -0.3297 0.076
N 1.5189 1.0327 1.0082 0.213
O 1.4751 -2.1072 -0.1018 0.151
O 0.4210 2.0196 -0.7917 0.156
H -2.5315 -0.7714 0.1336 0.074
H -1.9530 0.7256 -0.7738 0.067
H 1.8788 0.1664 1.3346 0.073
```

Record 7
Density functional theory data (the ωB97M-V functional and the def2-TZVPD basis) for 6 unconnected molecules or ions with the total composition C20H39BrFO6S in a non-equilibrium geometry.

Output
maximum force	0.1175	Eh/bohr
charge	+1
E	-4308.61847	hartree
molecular weight	506.49	Da

```
68
Properties=species:S:1:pos:R:3:lowdin_charge:R:1
C -1.5493 -0.7974 -1.5988 -0.149
C -1.7366 0.3464 -2.7312 -0.706
Br 0.1430 0.7994 -3.3243 0.683
C -2.3565 1.7230 -2.1929 -0.413
S -4.1611 1.6839 -1.7607 1.099
C -4.8866 -0.0161 -1.7823 -0.270
C -4.8764 -0.7309 -3.2205 -0.335
O -4.8462 -0.1330 -4.3158 0.104
F -4.8524 -2.1710 -3.1852 0.048
H -1.5958 -1.8051 -2.1491 0.107
H -2.3099 -0.7412 -0.7463 0.073
H -0.4969 -0.6675 -1.1440 0.058
H -2.2358 -0.0833 -3.6644 0.090
H -2.2310 2.5305 -3.0157 0.112
H -1.7734 2.1127 -1.2696 0.128
H -4.8027 2.3781 -2.8047 0.071
H -4.4649 -0.7249 -0.9695 0.127
H -6.0084 0.1050 -1.5035 0.137
C 2.9514 -2.9065 -0.4730 -0.030
C 1.5977 -2.6846 0.1442 -0.480
O 0.5785 -2.7176 -0.5300 0.019
C 1.5469 -2.4198 1.6249 -0.016
H 2.8365 -3.0852 -1.5444 0.087
H 3.5737 -2.0204 -0.3306 0.074
H 3.4271 -3.7793 -0.0223 0.087
H 2.1075 -1.5123 1.8594 0.091
H 1.9603 -3.2717 2.1689 0.092
H 0.5082 -2.2786 1.9327 0.070
C 7.9358 -3.0375 -2.1860 -0.024
C 6.9079 -3.2239 -1.1019 -0.493
O 5.7282 -3.3750 -1.3674 0.045
C 7.3940 -3.2166 0.3230 -0.018
H 7.4432 -3.0645 -3.1606 0.083
H 8.4278 -2.0693 -2.0691 0.086
H 8.6715 -3.8435 -2.1432 0.088
H 7.8618 -2.2565 0.5511 0.089
H 8.1056 -4.0306 0.4770 0.088
H 6.5455 -3.3613 0.9956 0.083
C -1.3835 -1.9563 5.1320 -0.025
C -0.9302 -0.6000 4.6603 -0.504
O 0.1709 -0.4374 4.1672 0.057
C -1.8920 0.5476 4.8222 -0.027
H -0.5901 -2.6855 4.9532 0.084
H -1.5957 -1.9256 6.2028 0.088
H -2.2733 -2.2643 4.5784 0.084
H -2.1268 0.6894 5.8793 0.088
H -2.8045 0.3508 4.2549 0.080
H -1.4322 1.4618 4.4400 0.083
C 3.6018 2.8268 -0.9383 -0.024
C 4.2322 1.4651 -0.8094 -0.502
O 4.2702 0.8846 0.2604 0.058
C 4.8137 0.8489 -2.0543 -0.016
H 3.2260 3.1454 0.0368 0.085
H 4.3457 3.5499 -1.2798 0.089
H 2.7646 2.7841 -1.6390 0.069
H 5.6116 1.4840 -2.4453 0.089
H 4.0309 0.7178 -2.8048 0.081
H 5.2329 -0.1305 -1.8115 0.075
C -7.3348 3.2549 1.5247 -0.024
C -6.2458 4.1838 1.0574 -0.507
O -5.0765 3.8354 1.0474 0.029
C -6.6558 5.5591 0.6031 -0.020
H -6.8939 2.3004 1.8219 0.080
H -7.8472 3.6869 2.3867 0.094
H -8.0442 3.0757 0.7135 0.086
H -7.1381 6.0932 1.4244 0.094
H -7.3349 5.4822 -0.2489 0.088
H -5.7692 6.1179 0.2950 0.086
```

Record 8
Density functional theory data (the ωB97M-V functional and the def2-TZVPD basis) for 2 unconnected molecules or ions with the total composition C2H6NO2P in a non-equilibrium geometry.

Output
energy above the lowest of the compared OMol25 structures with the same formula, charge and spin	139.5	kcal/mol
maximum force	0.0597	Eh/bohr
charge	0
E	-626.19809	hartree
molecular weight	107.05	Da

```
12
Properties=species:S:1:pos:R:3:lowdin_charge:R:1
C -1.3062 -1.1900 -0.1071 -0.423
C -0.0320 1.2430 0.3494 -0.405
N 3.4276 0.0715 0.4260 -0.169
O 4.4506 0.2708 -0.1441 0.106
O 2.7244 -0.9289 0.5683 0.042
P -0.6314 -0.2340 1.2984 0.768
H -1.0903 -2.2170 0.2796 0.023
H -2.3926 -0.8670 -0.1247 0.048
H -0.8174 -0.9041 -0.9784 -0.015
H 1.0573 1.1974 0.0462 0.020
H -0.6418 1.2117 -0.5733 0.023
H -0.2227 2.0771 0.9613 -0.018
```